Entry 1:
{"formula": "C34H47BN10OPbS6", "method": "wB97M-V/def2-TZVPD", "species": ["Pb", "C", "C", "C", "C", "N", "N", "B", "N", "N", "C", "C", "C", "C", "C", "S", "C", "C", "C", "C", "N", "N", "C", "C", "C", "C", "C", "S", "C", "C", "C", "C", "C", "S", "C", "C", "C", "C", "H", "H", "H", "H", "H", "H", "H", "H", "H", "H", "H", "H", "H", "H", "H", "H", "H", "H", "H", "H", "H", "H", "H", "H", "H", "H", "H", "H", "H", "H", "H", "H", "H", "H", "H", "H", "H", "H", "H", "S", "C", "C", "N", "C", "S", "C", "N", "C", "N", "C", "S", "N", "C", "H", "H", "H", "H", "H", "H", "H", "H", "O"], "positions_angstrom": [[-2.05, 1.32, 1.24], [2.34, 4.41, -0.21], [2.14, 2.98, -0.57], [2.91, 2.33, -1.46], [2.66, 0.97, -1.78], [1.70, 0.29, -1.24], [0.88, 0.90, -0.32], [-0.26, 0.05, 0.32], [-1.36, -0.63, -0.74], [-0.56, -1.51, -1.37], [-1.01, -2.33, -2.29], [-2.34, -2.25, -2.72], [-3.18, -1.40, -2.09], [-4.63, -1.34, -2.49], [-2.69, -0.58, -1.03], [-3.98, 0.39, -0.25], [-0.08, -3.38, -2.85], [0.26, -3.02, -4.31], [-0.75, -4.76, -2.82], [1.18, -3.46, -2.00], [0.20, -0.98, 1.33], [1.55, -1.11, 1.28], [2.16, -1.98, 2.02], [1.44, -2.81, 2.92], [0.09, -2.71, 3.01], [-0.72, -3.55, 3.94], [-0.57, -1.76, 2.17], [-2.28, -1.56, 2.23], [3.67, -2.05, 1.83], [3.94, -2.39, 0.36], [4.32, -3.11, 2.72], [4.28, -0.68, 2.15], [1.07, 2.23, 0.04], [0.07, 3.04, 1.15], [3.61, 0.37, -2.82], [3.28, -1.08, -3.16], [3.51, 1.19, -4.12], [5.04, 0.42, -2.28], [3.19, 4.82, -0.76], [2.53, 4.51, 0.86], [1.45, 4.99, -0.43], [3.72, 2.86, -1.94], [-2.71, -2.90, -3.51], [-4.81, -2.04, -3.31], [-4.90, -0.34, -2.82], [-5.28, -1.62, -1.67], [-0.64, -3.00, -4.93], [0.94, -3.77, -4.72], [0.74, -2.05, -4.37], [-1.65, -4.81, -3.44], [-1.03, -5.03, -1.80], [-0.06, -5.51, -3.20], [1.66, -2.50, -1.91], [1.88, -4.18, -2.42], [0.93, -3.78, -0.98], [1.95, -3.54, 3.54], [-0.07, -4.22, 4.50], [-1.44, -4.15, 3.38], [-1.27, -2.92, 4.64], [3.51, -3.36, 0.09], [5.02, -2.43, 0.18], [3.51, -1.63, -0.28], [3.93, -4.11, 2.50], [4.16, -2.90, 3.78], [5.39, -3.12, 2.53], [3.85, 0.09, 1.50], [5.36, -0.70, 1.99], [4.09, -0.40, 3.18], [2.29, -1.16, -3.59], [3.35, -1.72, -2.29], [4.00, -1.44, -3.90], [2.49, 1.16, -4.51], [4.18, 0.77, -4.87], [3.79, 2.23, -3.97], [5.12, -0.16, -1.36], [5.37, 1.43, -2.06], [5.73, 0.00, -3.01], [-2.46, 0.30, 3.75], [-2.46, 1.33, 5.19], [-2.22, 0.81, 6.49], [-2.02, 0.37, 7.53], [-2.68, 2.62, 4.86], [-2.93, 3.11, 3.19], [-2.70, 3.67, 5.84], [-2.72, 4.52, 6.62], [-5.78, 4.91, -0.83], [-4.42, 4.78, -0.34], [-3.94, 4.65, 0.89], [-2.11, 4.41, 0.97], [-4.70, 4.68, 1.99], [-6.12, 4.92, 2.17], [-5.74, 4.94, -1.92], [-6.25, 5.82, -0.48], [-6.39, 4.05, -0.54], [-3.69, 4.71, -1.04], [-4.13, 4.57, 2.88], [-6.73, 4.15, 1.70], [-6.42, 5.90, 1.79], [-6.32, 4.90, 3.24], [-3.16, 2.05, -0.43]], "lowdin_charge": [0.812, -0.067, -0.255, 0.039, -0.212, 0.176, 0.013, -0.589, 0.032, 0.182, -0.181, 0.073, -0.229, -0.071, -0.423, 0.901, -0.532, -0.026, -0.039, -0.056, 0.016, 0.172, -0.202, 0.062, -0.250, -0.060, -0.569, 0.546, -0.538, -0.048, -0.061, -0.036, -0.540, 0.604, -0.536, -0.056, -0.039, -0.030, 0.083, 0.085, 0.085, 0.117, 0.129, 0.085, 0.085, 0.083, 0.086, 0.095, 0.068, 0.077, 0.096, 0.092, 0.032, 0.099, 0.092, 0.114, 0.082, 0.080, 0.087, 0.088, 0.092, 0.043, 0.087, 0.089, 0.087, 0.074, 0.086, 0.093, 0.059, 0.049, 0.099, 0.094, 0.089, 0.077, 0.077, 0.081, 0.091, 0.450, -0.653, -0.269, 0.142, -0.673, 0.565, -0.270, 0.149, -0.069, -0.049, -0.684, 0.380, -0.111, -0.068, 0.086, 0.077, 0.079, 0.096, 0.006, 0.078, 0.080, 0.090, -0.715], "homo_ev": -6.25, "de_lowest_kcal_mol": 164.1, "energy_ha": -4553.194818, "orbital_gap_ev": 4.467}

Entry 2:
{"formula": "C34H47BN10OPbS6", "method": "wB97M-V/def2-TZVPD", "species": ["Pb", "C", "C", "C", "C", "N", "N", "B", "N", "N", "C", "C", "C", "C", "C", "S", "C", "C", "C", "C", "N", "N", "C", "C", "C", "C", "C", "S", "C", "C", "C", "C", "C", "S", "C", "C", "C", "C", "H", "H", "H", "H", "H", "H", "H", "H", "H", "H", "H", "H", "H", "H", "H", "H", "H", "H", "H", "H", "H", "H", "H", "H", "H", "H", "H", "H", "H", "H", "H", "H", "H", "H", "H", "H", "H", "H", "H", "S", "C", "C", "N", "C", "S", "C", "N", "C", "N", "C", "S", "N", "C", "H", "H", "H", "H", "H", "H", "H", "H", "O"], "positions_angstrom": [[0.00, -0.10, 0.02], [5.28, -1.45, 0.31], [4.52, -0.25, 0.80], [5.16, 0.97, 0.96], [4.40, 2.07, 1.35], [3.12, 1.96, 1.63], [2.51, 0.79, 1.51], [1.02, 0.91, 1.82], [0.49, -0.24, 2.88], [1.42, -0.27, 3.86], [1.33, -1.12, 4.84], [0.19, -1.96, 4.96], [-0.74, -1.98, 3.97], [-1.90, -2.91, 4.04], [-0.55, -1.12, 2.84], [-1.63, -1.39, 1.52], [2.48, -1.23, 5.83], [1.99, -0.76, 7.21], [3.67, -0.40, 5.37], [2.92, -2.70, 5.91], [0.47, 2.24, 2.34], [1.14, 2.64, 3.47], [0.76, 3.70, 4.09], [-0.32, 4.51, 3.60], [-1.02, 4.12, 2.53], [-2.18, 4.91, 2.03], [-0.66, 2.86, 1.87], [-1.62, 2.38, 0.63], [1.43, 4.10, 5.40], [2.41, 3.04, 5.85], [0.35, 4.25, 6.48], [2.15, 5.44, 5.22], [3.15, -0.32, 1.06], [2.28, -1.83, 0.77], [4.96, 3.48, 1.49], [4.80, 3.91, 2.95], [4.15, 4.42, 0.59], [6.44, 3.56, 1.09], [6.33, -1.18, 0.15], [4.86, -1.81, -0.62], [5.23, -2.26, 1.03], [6.21, 1.06, 0.74], [0.10, -2.63, 5.80], [-1.87, -3.49, 4.96], [-1.89, -3.60, 3.19], [-2.85, -2.37, 3.99], [1.66, 0.27, 7.19], [2.80, -0.85, 7.94], [1.16, -1.37, 7.57], [3.42, 0.65, 5.26], [4.04, -0.75, 4.41], [4.48, -0.49, 6.10], [2.12, -3.35, 6.27], [3.75, -2.79, 6.61], [3.25, -3.06, 4.94], [-0.58, 5.42, 4.12], [-2.31, 5.81, 2.64], [-3.10, 4.32, 2.06], [-2.03, 5.21, 0.99], [1.90, 2.09, 6.01], [2.87, 3.35, 6.79], [3.20, 2.88, 5.12], [-0.20, 3.31, 6.62], [-0.38, 5.03, 6.26], [0.82, 4.51, 7.43], [2.92, 5.38, 4.46], [2.62, 5.74, 6.16], [1.46, 6.24, 4.93], [3.75, 3.89, 3.22], [5.18, 4.93, 3.08], [5.34, 3.25, 3.63], [3.10, 4.40, 0.86], [4.23, 4.12, -0.46], [4.52, 5.44, 0.69], [7.06, 2.93, 1.73], [6.78, 4.58, 1.21], [6.60, 3.26, 0.05], [-1.13, -1.37, -2.05], [-0.10, -1.00, -3.38], [-0.38, -1.77, -4.55], [-0.62, -2.41, -5.48], [0.90, -0.06, -3.44], [1.38, 1.00, -2.19], [1.62, 0.07, -4.67], [2.21, 0.20, -5.65], [-1.69, 4.76, -3.19], [-2.67, 3.90, -3.81], [-2.79, 2.59, -3.48], [-1.88, 1.87, -2.28], [-3.69, 1.88, -4.19], [-4.58, 2.42, -5.20], [-1.88, 5.78, -3.52], [-0.67, 4.47, -3.47], [-1.78, 4.70, -2.11], [-3.10, 4.22, -4.66], [-3.76, 0.91, -3.93], [-5.19, 3.24, -4.80], [-5.25, 1.63, -5.53], [-4.03, 2.77, -6.08], [1.50, -1.65, -0.57]], "lowdin_charge": [0.795, -0.043, -0.205, 0.090, -0.173, 0.202, 0.032, -0.670, -0.015, 0.167, -0.201, 0.058, -0.250, -0.077, -0.596, 0.702, -0.540, -0.029, -0.044, -0.039, 0.010, 0.170, -0.214, 0.038, -0.256, -0.082, -0.629, 0.699, -0.544, -0.057, -0.040, -0.029, -0.387, 0.846, -0.538, -0.044, -0.030, -0.058, 0.084, 0.097, 0.084, 0.121, 0.124, 0.083, 0.078, 0.086, 0.072, 0.091, 0.083, 0.049, 0.083, 0.093, 0.078, 0.090, 0.094, 0.119, 0.081, 0.077, 0.077, 0.058, 0.097, 0.060, 0.094, 0.077, 0.089, 0.067, 0.091, 0.084, 0.045, 0.094, 0.094, 0.081, 0.096, 0.089, 0.087, 0.090, 0.093, 0.583, -0.753, -0.302, 0.155, -0.778, 0.544, -0.298, 0.153, -0.109, -0.057, -0.814, 0.578, -0.061, -0.092, 0.081, 0.085, 0.057, 0.110, 0.118, 0.085, 0.087, 0.085, -0.804], "homo_ev": -6.26, "de_lowest_kcal_mol": 45.4, "energy_ha": -4553.383888, "orbital_gap_ev": 4.852}